DFT (ωB97M-V/def2-TZVPD) results for 3 unconnected molecules or ions with the total composition C17H21F19O5P.

The relative energy (zero: lowest compared OMol25 entry of this formula, charge and spin) is 0.0 kcal/mol. The frontier orbital gap comes out at 7.0 eV. For the energy, the calculation gives -89127.61681 eV. The HOMO energy is -4.673 eV. The total charge is -1. The LUMO energy comes out at 0.085 Eh. The calculation puts the strongest force on any atom at 1.7 eV/A.

The geometry in XYZ format:
```
63
Properties=species:S:1:pos:R:3:forces:R:3
O -2.190 -1.309 -4.841 0.793 0.175 0.479
C -1.297 -0.925 -4.093 -1.057 -0.148 -0.870
C -1.471 0.170 -3.099 0.711 -0.241 0.484
P 0.059 0.426 -1.927 -0.672 -0.333 -0.562
C 1.154 1.186 -3.307 -0.135 0.336 0.122
C 1.745 2.558 -2.951 -0.021 -0.365 -0.218
C 0.996 3.768 -3.500 0.014 0.526 -0.060
C -0.303 3.976 -2.791 -0.147 0.824 1.521
O -0.355 4.514 -1.691 -0.150 -0.679 -1.278
O -1.425 3.524 -3.416 0.514 -0.410 0.018
C 1.538 0.467 -0.638 -0.405 -0.203 0.179
F 2.792 0.384 -1.133 0.380 0.168 -0.126
F 1.452 -0.599 0.217 -0.043 -0.258 0.155
F 1.520 1.543 0.198 0.152 0.355 0.140
H -0.319 -1.432 -4.138 0.150 0.031 0.017
H -1.771 1.072 -3.617 -0.118 0.199 -0.281
H -2.299 -0.156 -2.479 -0.352 0.049 0.302
H 0.475 -0.950 -2.231 0.196 0.031 0.147
H -0.753 -0.049 -0.798 0.145 -0.053 0.056
H -0.338 1.789 -1.589 0.175 0.053 0.049
H 0.511 1.316 -4.169 -0.258 0.027 -0.311
H 1.947 0.528 -3.638 0.268 -0.383 0.123
H 2.747 2.603 -3.357 0.387 0.150 -0.068
H 1.842 2.719 -1.883 -0.020 -0.153 0.298
H 0.904 3.736 -4.576 -0.349 -0.278 -0.324
H 1.576 4.653 -3.275 0.255 0.295 0.125
H -1.887 2.990 -2.750 -0.327 0.286 0.055
C -1.686 3.117 1.473 0.679 0.142 0.021
C -2.881 2.703 0.595 0.096 -0.164 0.727
C -3.928 3.762 0.243 -0.052 0.103 -0.267
F -4.561 4.244 1.335 0.103 -0.075 0.208
F -4.867 3.198 -0.557 0.032 -0.017 0.030
F -3.476 1.604 1.111 -0.108 0.119 -0.005
F -2.326 2.359 -0.589 -0.234 -0.048 -0.334
O -1.705 2.804 2.870 -0.818 -0.008 0.009
C -2.253 3.615 3.823 0.480 -0.066 -0.487
C -3.413 2.937 4.562 -0.058 -0.093 0.179
F -4.393 2.572 3.719 -0.064 0.101 -0.186
F -3.933 3.813 5.461 0.035 -0.032 -0.029
F -2.602 4.829 3.353 -0.117 -0.148 -0.076
F -1.299 3.821 4.767 0.049 0.096 0.108
H -0.863 2.512 1.094 -0.012 -0.036 -0.019
H -1.401 4.153 1.298 -0.212 0.093 0.002
H -3.461 4.589 -0.300 0.053 -0.013 0.043
H -3.051 2.053 5.089 0.051 0.038 -0.013
C 3.317 -4.580 2.599 0.128 0.167 0.628
C 3.364 -4.085 1.141 0.061 -0.584 -0.027
C 2.061 -3.599 0.498 -0.113 0.378 -0.219
F 1.135 -4.584 0.439 0.107 -0.237 0.182
F 2.333 -3.211 -0.763 0.070 -0.105 0.020
F 3.957 -5.025 0.367 -0.120 -0.022 -0.005
F 4.184 -3.000 1.153 -0.004 0.135 0.090
O 3.275 -5.981 2.866 -0.294 -0.146 -0.700
C 2.111 -6.704 2.948 0.307 0.503 0.255
C 2.036 -7.803 1.881 0.035 -0.182 -0.072
F 2.123 -7.294 0.642 -0.068 0.172 -0.038
F 0.848 -8.444 2.000 0.037 0.019 0.012
F 1.013 -5.930 2.955 0.097 0.001 -0.170
F 2.141 -7.355 4.139 -0.058 -0.062 0.106
H 4.283 -4.287 3.006 0.036 -0.002 -0.034
H 2.569 -4.040 3.178 -0.214 -0.040 -0.172
H 1.652 -2.747 1.046 0.015 -0.022 0.000
H 2.848 -8.518 2.029 -0.013 0.032 0.059
```
Positions in Å, forces in eV/Å.